# C9H24F6N4O6P

A 5-piece molecular cluster, C9H24F6N4O6P overall at a distorted geometry (ωB97M-V with the def2-TZVPD basis set, the Open Molecules 2025 dataset).

Summary:
- Molecular weight: 429.28 g mol⁻¹
- HOMO-LUMO gap: 9.256 eV
- Charge: +1
- E_HOMO: -12.818 eV

CARTESIAN COORDINATES (ANGSTROEM)
C -2.614 1.808 3.216
C -2.292 0.558 4.044
O -2.195 0.655 5.293
N -2.301 -0.761 3.329
H -3.238 -1.030 3.063
H -1.921 -0.573 2.412
C -1.380 -1.837 3.974
H -3.649 1.709 2.890
H -2.105 1.855 2.254
H -2.436 2.665 3.867
H -1.917 -2.041 4.900
H -0.386 -1.453 4.201
H -1.568 -2.685 3.315
C 0.786 -2.185 -4.162
C 0.425 -3.240 -3.093
O -0.601 -3.951 -3.164
N 1.219 -3.286 -1.849
H 1.589 -2.406 -1.521
H 0.479 -3.403 -1.171
C 2.197 -4.470 -1.804
H 1.598 -1.514 -3.882
H -0.093 -1.716 -4.603
H 1.304 -2.748 -4.939
H 2.902 -4.510 -0.974
H 2.801 -4.305 -2.697
H 1.623 -5.392 -1.893
C -0.497 3.180 0.791
C 0.868 3.458 0.180
O 1.106 4.334 -0.617
N 1.781 2.291 0.313
H 1.348 1.486 0.742
H 2.103 2.029 -0.607
C 3.001 2.734 1.094
H -0.826 2.226 0.380
H -1.246 3.961 0.664
H -0.492 3.109 1.879
H 2.880 3.134 2.101
H 3.536 3.564 0.632
H 3.714 1.910 1.116
P -0.770 1.415 -3.065
F -1.083 0.208 -2.068
F 0.658 1.736 -2.311
F 0.020 0.545 -4.258
F -0.401 2.655 -4.115
F -2.130 1.146 -3.866
F -1.450 2.478 -1.948
N -0.088 -0.886 0.529
O -0.199 -0.005 1.322
O 0.953 -0.885 -0.143
O -1.013 -1.569 0.251